[1]
DFT (the ωB97M-V functional and the def2-TZVPD basis) results for a molecular structure, C40H46N5O4Pt in a non-equilibrium geometry.

E = -61110.0923 eV
Kohn-Sham gap = 0.2628 hartree
Total charge = +1

Cartesian coordinates (Å):
Pt (-0.1820, 0.0834, -0.2009)
C (-1.0468, -4.4059, 1.8417)
C (-2.1138, -3.3167, 1.6617)
C (-3.3109, -3.6107, 2.5660)
C (-2.5315, -3.1930, 0.2033)
C (-2.9628, -4.3348, -0.4633)
C (-3.2748, -4.2964, -1.8084)
C (-3.1443, -3.1190, -2.5214)
C (-2.7249, -1.9483, -1.9045)
C (-2.7582, -0.6376, -2.6650)
C (-2.2277, -0.7486, -4.0912)
C (-4.1971, -0.1030, -2.6507)
C (-2.4515, -1.9869, -0.5278)
N (-2.0477, -0.7986, 0.1221)
C (-2.6923, -0.2933, 1.2203)
O (-3.8342, -0.5335, 1.5594)
C (-1.8631, 0.7149, 1.9849)
C (-2.3164, 1.4883, 3.0305)
C (-1.4376, 2.4160, 3.5952)
C (-0.1485, 2.5585, 3.0912)
C (0.2317, 1.7477, 2.0395)
N (-0.6114, 0.8378, 1.5581)
C (1.5670, 1.8003, 1.3180)
O (2.4393, 2.5347, 1.7371)
N (1.6053, 0.9723, 0.2402)
C (2.8832, 0.6537, -0.3652)
C (3.7719, -0.1616, 0.3641)
C (4.9151, -0.6208, -0.2789)
C (5.1737, -0.2820, -1.5975)
C (4.3203, 0.5748, -2.2642)
C (3.1717, 1.0865, -1.6589)
C (2.3997, 2.1412, -2.4483)
C (1.3311, 1.5655, -3.3786)
C (1.8350, 3.2813, -1.6005)
C (3.5753, -0.5460, 1.8277)
C (4.4941, 0.2951, 2.7224)
C (3.8379, -2.0277, 2.1189)
H (-0.6502, -4.3798, 2.8581)
H (-0.2068, -4.2995, 1.1480)
H (-1.4662, -5.3986, 1.6825)
H (-1.6699, -2.3686, 1.9841)
H (-3.7825, -4.5474, 2.2655)
H (-4.0561, -2.8191, 2.5154)
H (-2.9852, -3.7181, 3.6018)
H (-3.0452, -5.2707, 0.0743)
H (-3.6204, -5.1923, -2.3071)
H (-3.3968, -3.1070, -3.5726)
H (-2.1321, 0.0786, -2.1360)
H (-2.8826, -1.3498, -4.7221)
H (-1.2249, -1.1731, -4.1157)
H (-2.1780, 0.2459, -4.5397)
H (-4.8642, -0.8000, -3.1602)
H (-4.2556, 0.8579, -3.1685)
H (-4.5697, 0.0290, -1.6329)
H (-3.3365, 1.3586, 3.3632)
H (-1.7683, 3.0395, 4.4150)
H (0.5658, 3.2788, 3.4638)
H (5.6130, -1.2503, 0.2565)
H (6.0584, -0.6609, -2.0914)
H (4.5576, 0.8913, -3.2723)
H (3.1638, 2.5884, -3.0892)
H (0.4424, 1.2538, -2.8264)
H (1.6898, 0.6932, -3.9252)
H (1.0271, 2.3222, -4.1048)
H (0.9187, 2.9967, -1.0833)
H (1.5973, 4.1257, -2.2497)
H (2.5493, 3.6251, -0.8522)
H (2.5405, -0.3252, 2.1111)
H (5.5336, 0.1020, 2.4510)
H (4.3647, 0.0242, 3.7712)
H (4.3012, 1.3580, 2.6115)
H (4.8980, -2.2642, 2.0324)
H (3.3046, -2.7113, 1.4534)
H (3.5455, -2.2598, 3.1437)
N (0.5689, -1.6832, 0.3164)
C (1.4939, -2.1942, -0.7474)
C (1.1646, -1.5372, -2.0788)
O (1.7290, -1.7680, -3.1022)
O (0.1146, -0.7103, -1.9923)
H (1.0241, -1.6340, 1.2271)
H (-0.2576, -2.2862, 0.3859)
H (1.4037, -3.2755, -0.8457)
H (2.5214, -1.9428, -0.4938)
N (-1.0981, 1.8604, -0.8376)
C (-1.9517, 2.3960, -1.3882)
C (-2.9973, 3.0550, -2.1039)
C (-2.7590, 3.4569, -3.4175)
C (-3.7957, 4.0273, -4.1325)
C (-5.0412, 4.1892, -3.5362)
C (-5.2644, 3.7933, -2.2222)
C (-4.2396, 3.2206, -1.4932)
H (-1.7822, 3.3180, -3.8609)
H (-3.6353, 4.3428, -5.1531)
H (-5.8494, 4.6309, -4.1027)
H (-6.2371, 3.9255, -1.7709)
H (-4.3955, 2.8958, -0.4735)

Atoms 1-6, force components in eV/Å:
-0.807 -0.150 0.565
0.025 0.051 0.085
-0.057 -0.095 -0.095
-0.014 0.039 0.071
0.247 0.183 -0.097
0.057 0.032 -0.009

[2]
DFT (the ωB97M-V functional and the def2-TZVPD basis) results for a molecular structure, C13H16HgN5OS3Se4Te in a non-equilibrium geometry.

Multiplicity = 2
⟨S²⟩ = 0.761
E = -328599.5305 eV
Kohn-Sham gap (alpha / beta) = 0.1612 / 0.1700 hartree
Total charge = -2

Cartesian coordinates (Å):
Hg (-0.1653, -0.2940, -0.2616)
N (3.2121, -1.3001, 0.8388)
C (2.6908, -0.3633, 1.6335)
N (1.5794, 0.2591, 1.4424)
C (1.2574, 1.0939, 2.4785)
C (2.1833, 1.1586, 3.4702)
S (3.5103, 0.1056, 3.1308)
C (-0.0028, 1.8013, 2.4611)
C (-0.4651, 2.6519, 3.4166)
S (-2.0139, 3.2853, 2.9679)
C (-1.9181, 2.3208, 1.4816)
N (-0.8386, 1.6327, 1.3970)
N (-2.9107, 2.3215, 0.5773)
H (2.8542, -1.3133, -0.1180)
H (4.1618, -1.5855, 0.9963)
H (2.1579, 1.7211, 4.3793)
H (-0.0115, 2.9419, 4.3418)
H (-3.5859, 3.0659, 0.6142)
H (-2.6575, 1.9769, -0.3460)
Se (-0.1487, 1.8299, -1.6803)
Se (-1.0712, 1.5668, -3.7444)
Te (-1.4905, -1.9893, -3.7585)
Se (-0.3240, -2.2682, -1.5687)
Se (-0.5220, -1.5690, 2.9096)
C (-1.5910, -2.9912, 3.5130)
C (-1.1026, -4.2972, 3.5495)
C (-1.8986, -5.2869, 4.0847)
N (-3.1195, -5.0890, 4.5723)
C (-3.5852, -3.8462, 4.5044)
C (-2.8835, -2.7764, 3.9916)
H (-0.1162, -4.5122, 3.1636)
H (-1.5395, -6.3104, 4.1399)
H (-4.5876, -3.7061, 4.8994)
H (-3.3105, -1.7838, 3.9583)
C (2.3298, -1.8544, -3.8483)
S (1.6312, -0.4452, -2.9029)
C (2.5515, 0.8271, -3.8549)
O (2.3890, -0.4875, -1.6275)
H (1.9888, -1.7727, -4.8728)
H (1.9322, -2.7573, -3.3944)
H (3.4128, -1.8284, -3.7745)
H (2.4624, 0.6335, -4.9167)
H (3.5784, 0.8021, -3.5064)
H (2.0920, 1.7800, -3.6120)

Atoms 1-6, force components in eV/Å:
-0.220 0.951 1.075
0.086 -0.363 -0.270
0.728 0.121 0.833
-0.616 -0.011 -0.451
0.927 -0.055 0.672
-0.036 -0.045 -0.253

[3]
DFT (the ωB97M-V functional and the def2-TZVPD basis) results for a molecular structure, C45H43FN2OPRbSSi.

E = -83766.1583 eV
Kohn-Sham gap = 0.1587 hartree
Total charge = -2

Cartesian coordinates (Å):
Rb (0.7058, 0.3275, -0.6541)
O (-1.0198, -1.6102, 0.4529)
C (-1.3838, -0.8188, 1.2978)
C (-1.6940, -0.6256, 2.6296)
C (-3.0164, -0.8841, 3.1513)
C (-3.3545, -0.4867, 4.4146)
C (-2.4467, 0.1795, 5.2644)
C (-1.1723, 0.4376, 4.7745)
C (-0.7648, 0.0818, 3.4955)
P (0.7495, 0.6438, 2.7107)
C (1.5802, 1.6100, 4.0394)
C (1.3697, 2.9876, 4.0576)
C (1.9385, 3.7834, 5.0449)
C (2.7384, 3.2092, 6.0223)
C (2.9660, 1.8380, 6.0079)
C (2.3883, 1.0466, 5.0238)
C (1.8567, -0.8231, 2.5981)
C (3.1341, -0.6754, 2.0530)
C (3.9348, -1.7774, 1.7983)
C (3.4647, -3.0530, 2.0880)
C (2.1951, -3.2147, 2.6239)
C (1.3928, -2.1067, 2.8738)
H (-3.7401, -1.3809, 2.5167)
H (-4.3579, -0.7017, 4.7717)
H (-2.7392, 0.5051, 6.2533)
H (-0.4684, 0.9717, 5.4050)
H (0.7517, 3.4379, 3.2883)
H (1.7612, 4.8521, 5.0422)
H (3.1876, 3.8275, 6.7908)
H (3.5925, 1.3830, 6.7662)
H (2.5662, -0.0225, 5.0136)
H (3.4899, 0.3107, 1.7707)
H (4.8937, -1.6431, 1.3148)
H (4.0734, -3.9184, 1.8537)
H (1.8120, -4.2087, 2.8242)
H (0.3884, -2.2364, 3.2597)
C (-3.7691, -3.5738, -1.6161)
C (-3.3729, -3.7332, -3.0912)
C (-3.7742, -2.4646, -3.8558)
C (-4.1475, -4.9126, -3.6779)
C (-1.8574, -3.9335, -3.1802)
C (-1.2729, -5.1084, -3.6761)
C (0.1032, -5.2908, -3.6899)
C (0.9180, -4.2766, -3.2043)
S (2.6371, -4.1865, -3.0234)
C (2.4673, -2.5665, -2.2960)
N (1.2493, -2.1471, -2.2551)
C (0.3540, -3.0883, -2.7329)
C (-1.0252, -2.9255, -2.7149)
C (3.6749, -1.8319, -1.8187)
C (4.8826, -2.5439, -1.7695)
C (6.0440, -1.9092, -1.3637)
C (5.9743, -0.5593, -1.0155)
C (4.7547, 0.1067, -1.0585)
C (3.5298, -0.4802, -1.4484)
H (-4.8476, -3.4088, -1.5286)
H (-3.2558, -2.7311, -1.1509)
H (-3.5078, -4.4694, -1.0475)
H (-4.8578, -2.3221, -3.8060)
H (-3.4818, -2.5338, -4.9064)
H (-3.3021, -1.5761, -3.4361)
H (-5.2196, -4.7149, -3.6001)
H (-3.9398, -5.8403, -3.1392)
H (-3.9099, -5.0688, -4.7334)
H (-1.8984, -5.9073, -4.0513)
H (0.5242, -6.2151, -4.0663)
H (-1.4236, -2.0142, -2.2868)
H (4.9252, -3.5974, -2.0370)
H (6.9825, -2.4503, -1.3220)
H (6.8759, -0.0388, -0.7012)
H (4.7627, 1.1583, -0.7674)
C (-3.6647, 4.3740, -0.7169)
Si (-1.9267, 3.9931, -0.0743)
C (-1.2626, 5.6358, 0.5944)
C (-2.1414, 2.8927, 1.4135)
N (-0.9306, 3.2497, -1.2128)
C (-0.5771, 3.7351, -2.4070)
C (-0.9048, 5.0125, -2.9601)
C (-0.4885, 5.4363, -4.2162)
C (0.2877, 4.6274, -5.0354)
C (0.6371, 3.3625, -4.5493)
C (0.2142, 2.9658, -3.3099)
F (0.5758, 1.7167, -2.8934)
H (-4.3044, 4.7838, 0.0728)
H (-4.1217, 3.4482, -1.0807)
H (-3.6489, 5.0846, -1.5482)
H (-1.8943, 6.0102, 1.4081)
H (-1.2025, 6.4098, -0.1756)
H (-0.2521, 5.4859, 0.9893)
H (-2.7892, 3.3525, 2.1677)
H (-1.1773, 2.6760, 1.8829)
H (-2.5648, 1.9228, 1.1374)
H (-1.5099, 5.6790, -2.3555)
H (-0.7799, 6.4247, -4.5591)
H (0.6160, 4.9565, -6.0130)
H (1.2408, 2.6737, -5.1289)

Atoms 1-6, force components in eV/Å:
-0.054 0.290 -0.140
-0.168 -0.475 0.336
-0.129 0.599 -0.237
0.029 -0.359 0.153
0.194 0.069 -0.020
-0.047 0.037 0.075

[4]
DFT (the ωB97M-V functional and the def2-TZVPD basis) results for C6H9F2NO2 in the gas phase in a non-equilibrium geometry.

E = -17381.6795 eV
Kohn-Sham gap = 0.3853 hartree
Total charge = 0

Cartesian coordinates (Å):
C (0.3395, 2.6946, -2.3966)
C (0.2688, 2.1885, -0.9236)
C (0.4302, 0.9526, -0.6064)
C (0.2839, 0.3141, 0.6709)
O (0.7903, 0.7116, 1.6475)
O (-0.5629, -0.7560, 0.5916)
C (-0.7576, -1.3168, 1.8682)
C (-0.9208, -2.8087, 1.9946)
N (0.8983, -0.2046, -1.9408)
F (0.4196, -1.4427, -1.6916)
F (2.1936, -0.3969, -1.7069)
H (-0.6496, 2.9536, -2.8565)
H (0.8108, 1.9313, -2.9452)
H (0.9621, 3.4998, -2.4137)
H (0.2267, 2.9724, -0.1023)
H (0.0607, -0.9521, 2.3757)
H (-1.6764, -0.7849, 2.2000)
H (-0.0174, -3.3085, 1.9488)
H (-1.3633, -2.9550, 2.9828)
H (-1.7365, -3.2924, 1.3032)

Atoms 1-6, force components in eV/Å:
-2.274 -1.649 1.678
0.102 3.086 -1.279
0.855 -3.699 -2.880
-1.608 -1.712 -1.778
1.365 1.157 2.617
1.001 0.514 -1.111